# 1
The following is a quantum chemistry calculation of 5 unconnected molecules or ions with the total composition C2H12O6 in a non-equilibrium geometry, from OMol25.

Last column: Mulliken charge in e.
Atoms and positions in Å:
C 1.65367 -0.92785 1.06520  -1.208
C 0.44697 -1.18582 0.23093  0.890
O -0.20239 -0.29572 -0.30039  -0.768
O 0.16761 -2.46666 0.11069  -0.460
H 2.40966 -1.67700 0.89255  0.379
H 1.37034 -0.94909 2.12046  0.312
H 2.03584 0.06295 0.85531  0.341
H -0.63038 -2.66579 -0.42773  0.474
O -0.57672 2.32845 1.65579  -0.726
H -1.17542 2.49978 0.92248  0.331
H -0.32342 1.41246 1.49880  0.311
O -2.30366 -2.68468 -1.29156  -0.718
H -2.28384 -1.75022 -1.02306  0.362
H -1.95946 -2.56440 -2.19151  0.368
O -1.13756 -0.74298 -2.80887  -0.632
H -0.62752 -0.42653 -2.04875  0.415
H -1.02952 -0.34146 -3.66513  0.262
O 1.65118 4.05940 1.24873  -0.659
H 0.89015 3.45915 1.38198  0.422
H 1.62448 4.85601 1.77406  0.307

Properties
**SMILES string**: CC(=O)O.O.O.O.O
**Charge**: 0
**E_LUMO**: 0.4 eV

# 2
The following is a quantum chemistry calculation of a molecular structure, C2H13FeO7 in a non-equilibrium geometry, from OMol25.

Last column: Mulliken spin population.
Atoms and positions in Å:
Fe 36.85502 16.25202 -29.02674  3.821
C 35.89945 13.69597 -25.60133  0.004
C 35.90979 14.79471 -26.65557  -0.004
O 35.14724 15.74953 -26.49654  0.005
O 36.68017 14.67506 -27.67723  0.058
H 36.89171 13.67906 -25.15051  0.000
H 35.87703 12.73605 -26.11722  0.000
H 35.05035 13.68202 -24.91800  0.001
O 34.86947 16.49127 -29.45357  0.025
H 34.42367 17.32739 -29.58922  0.002
H 34.22833 15.83171 -29.71845  0.001
O 37.45365 17.76265 -30.45019  0.023
H 38.33085 18.14216 -30.39813  0.000
H 37.28766 17.66970 -31.38830  0.000
O 38.95125 16.13909 -28.87937  0.018
H 39.38509 16.32964 -29.71106  0.000
H 39.58414 15.60948 -28.39438  0.001
O 37.00993 17.67152 -27.50439  0.025
H 36.40224 17.75729 -26.76983  -0.002
H 37.76390 18.20627 -27.25581  0.001
O 37.04507 14.80643 -30.55215  0.019
H 37.55956 15.02123 -31.33021  0.001
H 36.92853 13.85737 -30.59598  0.000

Properties
**Spin multiplicity**: 5
**Charge**: +1
**E_LUMO (spin up / spin down)**: -3.9 / -3.9 eV

# 3
The following is a quantum chemistry calculation of 3 unconnected molecules or ions with the total composition C2H13N2O2 in a non-equilibrium geometry, from OMol25.

Last column: Mulliken charge in e.
Atoms and positions in Å:
N 0.04964 -1.15759 0.49970  -0.156
C -0.37302 0.27126 0.22266  -0.403
C -0.55478 0.54944 -1.24577  -0.607
N -1.37609 1.69878 -1.52329  -0.616
H -0.81027 -1.70287 0.55506  0.397
H 0.60129 -1.63350 -0.21382  0.229
H 0.52016 -1.06492 1.39596  0.378
H -1.40111 0.43620 0.67544  0.285
H 0.26491 0.88941 0.77533  0.289
H 0.47027 0.73584 -1.59385  0.355
H -0.97630 -0.39175 -1.70977  0.271
H -1.35148 1.80904 -2.53505  0.282
H -2.31999 1.25815 -1.11167  0.308
H 0.14170 0.99328 4.53828  0.331
H 1.26534 1.68091 3.73748  0.335
O 0.61224 0.93715 3.64512  -0.642
H 2.51894 -1.80943 -1.91665  0.314
H 1.09494 -1.60756 -2.47447  0.319
O 1.62361 -1.89186 -1.72069  -0.669

Properties
**Charge**: +1
**E_LUMO**: -3.2 eV

ΔE to the lowest compared entry with this formula, charge and spin across the listed records, respectively: 6.8, 10.5, 35.2 kcal/mol.
Energy across the listed records, respectively: -534.8727, -1874.2321, -343.7203 Eh.